18
Properties=species:S:1:pos:R:3:forces:R:3:mulliken_charge:R:1 method="wB97M-V/def2-TZVPD" gap_ev=9.63 relative_energy_kj_mol=58.5 lumo_ev=-4.2920 total_charge=+1 homo_ev=-13.92
O 4.4375 -10.9505 -24.2718 0.147 -0.526 -0.184 -0.5588
V 5.5015 -12.0658 -24.0023 -1.208 -1.099 1.746 1.3266
O 4.7363 -13.2369 -23.2498 0.432 1.122 -0.914 -0.4720
O 7.4498 -13.0405 -23.0083 0.622 0.727 -0.676 -0.4727
H 7.8037 -13.8462 -22.6059 -0.449 -0.015 -0.018 0.2967
H 8.1987 -12.6486 -23.4844 0.028 -0.218 0.281 0.3339
O 3.6936 -12.6661 -20.2423 0.042 0.078 -0.100 -0.6116
H 3.4529 -11.7572 -20.4456 -0.172 -0.077 0.075 0.2927
H 3.0464 -13.1971 -20.7223 0.114 0.023 0.047 0.3142
O 5.9546 -10.8362 -22.0485 0.455 -0.142 -0.433 -0.4230
H 5.3085 -10.2846 -21.5896 -0.094 -0.086 -0.318 0.2886
H 6.6198 -11.0721 -21.3864 -0.188 -0.244 -0.156 0.3210
O 7.0474 -10.8183 -25.1474 0.684 -0.296 0.125 -0.4085
H 7.4857 -10.9799 -25.9956 -0.162 0.073 0.126 0.3046
H 7.5810 -10.1382 -24.7059 -0.304 -0.024 -0.079 0.3215
O 5.6990 -13.4878 -25.7623 0.187 0.416 0.046 -0.4511
H 6.3090 -13.5017 -26.5120 -0.133 0.097 0.113 0.2998
H 5.0243 -14.1557 -25.9575 -0.001 0.191 0.319 0.2979